[1]
{
  "formula": "C2H9NS",
  "method": "wB97M-V/def2-TZVPD",
  "symbols": ["H", "H", "C", "C", "S", "H", "H", "H", "H", "N", "H", "H", "H"],
  "coordinates": [[1.87026, -2.57690, -1.92709], [2.19790, -3.17487, -1.60641], [-1.27781, -1.20309, -0.01635], [-0.70140, -0.24457, 0.94698], [-2.13238, 0.38757, 0.00173], [-0.67980, -1.35154, -0.90053], [-1.71514, -2.10227, 0.38058], [0.37113, -0.07972, 0.90472], [-0.99683, -0.22580, 1.99894], [0.88771, 2.77889, 0.26326], [1.07198, 3.20621, -0.63014], [-0.11129, 2.75917, 0.37854], [1.21568, 1.82693, 0.20575]],
  "relative_energy_kcal_mol": 43.6,
  "lumo_energy_ev": 0.957,
  "mol_weight_da": 79.2,
  "total_charge": 0,
  "max_force_ha_per_bohr": 0.02374,
  "homo_energy_ev": -9.0,
  "homo_lumo_gap_ev": 10.0
}



[2]
{
  "formula": "H5NS",
  "method": "wB97M-V/def2-TZVPD",
  "symbols": ["S", "H", "N", "H", "H", "H", "H"],
  "coordinates": [[0.73632, -1.08658, 1.22173], [-0.22852, -0.83458, 2.19094], [-0.64107, 0.55817, -1.47894], [0.10763, 1.12211, -1.10074], [-0.35403, -0.37675, -1.24004], [-1.47593, 0.91577, -1.05742], [1.85559, -0.29816, 1.46448]],
  "relative_energy_kcal_mol": 3.3,
  "spin_multiplicity": 2,
  "lumo_energy_ev": [4.206, 4.446],
  "mol_weight_da": 51.1,
  "total_charge": -1,
  "max_force_ha_per_bohr": 0.03238,
  "homo_energy_ev": [0.8, -4.7],
  "homo_lumo_gap_ev": [3.4, 9.1]
}



[3]
{
  "formula": "C26H30AlBrCl72OP",
  "method": "wB97M-V/def2-TZVPD",
  "symbols": ["C", "C", "Al", "P", "O", "Br", "H", "H", "H", "H", "H", "H", "C", "Cl", "Cl", "Cl", "H", "C", "Cl", "Cl", "Cl", "H", "C", "Cl", "Cl", "Cl", "H", "C", "Cl", "Cl", "Cl", "H", "C", "Cl", "Cl", "Cl", "H", "C", "Cl", "Cl", "Cl", "H", "C", "Cl", "Cl", "Cl", "H", "C", "Cl", "Cl", "Cl", "H", "C", "Cl", "Cl", "Cl", "H", "C", "Cl", "Cl", "Cl", "H", "C", "Cl", "Cl", "Cl", "H", "C", "Cl", "Cl", "Cl", "H", "C", "Cl", "Cl", "Cl", "H", "C", "Cl", "Cl", "Cl", "H", "C", "Cl", "Cl", "Cl", "H", "C", "Cl", "Cl", "Cl", "H", "C", "Cl", "Cl", "Cl", "H", "C", "Cl", "Cl", "Cl", "H", "C", "Cl", "Cl", "Cl", "H", "C", "Cl", "Cl", "Cl", "H", "C", "Cl", "Cl", "Cl", "H", "C", "Cl", "Cl", "Cl", "H", "C", "Cl", "Cl", "Cl", "H", "C", "Cl", "Cl", "Cl", "H"],
  "coordinates": [[-5.27999, 3.45183, 5.94815], [-5.14028, 2.86856, 4.84735], [-3.60879, 1.69407, 4.27202], [-1.82077, 1.87283, 5.84268], [-2.08767, 3.25162, 6.74002], [-2.38318, 0.28789, 7.37985], [-4.69599, 3.24405, 6.77112], [-6.03241, 4.16981, 6.08216], [-5.90137, 3.06568, 4.15692], [-3.13217, 2.07858, 2.77511], [-4.09204, 0.15668, 4.22541], [-2.06323, 3.96790, 6.15253], [-3.84570, 1.38088, 10.79497], [-3.14524, 2.77406, 11.61998], [-3.34980, -0.12443, 11.56989], [-5.60278, 1.50850, 10.74117], [-3.47170, 1.38018, 9.78621], [-3.40851, -1.93630, 0.14774], [-2.09976, -2.15601, 1.29744], [-4.86929, -2.75758, 0.70476], [-3.71252, -0.22238, -0.12966], [-3.11940, -2.37756, -0.79077], [-6.02955, 3.35185, -0.97723], [-5.20182, 2.80284, 0.47535], [-5.15693, 4.64775, -1.80269], [-6.31493, 1.99343, -2.06788], [-6.98692, 3.73965, -0.67540], [-0.37720, 2.85452, -0.41650], [0.56925, 3.69275, 0.81409], [0.03851, 1.13843, -0.44120], [-2.10098, 3.05424, -0.14843], [-0.11905, 3.28356, -1.37043], [-1.87375, -4.07721, 4.95773], [-1.48206, -5.73387, 4.46075], [-0.82057, -2.91957, 4.14346], [-3.56272, -3.73262, 4.64075], [-1.70287, -3.99545, 6.01746], [2.61664, -6.54562, 5.06082], [1.82463, -7.24676, 3.65410], [1.94955, -4.96372, 5.43220], [2.48728, -7.62563, 6.45298], [3.66088, -6.42520, 4.82773], [-8.53558, -0.21838, -4.98379], [-7.08339, -0.23925, -3.99151], [-9.84402, -1.08930, -4.18258], [-9.03914, 1.43043, -5.35465], [-8.31411, -0.72538, -5.90975], [-5.74482, 2.70147, -7.50250], [-7.22965, 2.06336, -8.23068], [-5.61139, 4.43832, -7.77941], [-5.68421, 2.33102, -5.78702], [-4.91038, 2.22106, -7.98416], [4.48208, 1.91620, 1.97374], [3.04352, 1.54636, 1.03856], [4.95419, 3.60632, 1.75040], [4.23417, 1.55905, 3.68016], [5.28847, 1.29930, 1.61621], [4.05112, 1.54788, -2.56529], [5.20497, 2.43896, -1.57115], [3.91015, -0.12093, -2.01696], [2.48001, 2.34128, -2.56162], [4.41607, 1.53551, -3.58258], [-7.51435, 6.24905, -11.25309], [-6.25967, 7.32591, -10.64642], [-7.27213, 4.60244, -10.66883], [-9.10936, 6.83459, -10.79701], [-7.45385, 6.23717, -12.32738], [3.81761, 2.92299, -6.38980], [4.96018, 3.77560, -5.35406], [3.66386, 1.23861, -5.89171], [2.24977, 3.72024, -6.38244], [4.19982, 2.93911, -7.39670], [-0.83251, 6.04465, 12.09576], [-0.72201, 7.80852, 12.10919], [-2.14564, 5.46854, 13.13529], [-1.01202, 5.44675, 10.45567], [0.09097, 5.66277, 12.49393], [-4.76100, -3.54361, -5.25321], [-3.85179, -3.47221, -6.76316], [-4.04143, -2.49034, -4.03934], [-6.44937, -3.11909, -5.51841], [-4.72458, -4.55514, -4.88821], [4.39455, -6.47718, 0.31345], [3.08501, -7.64498, 0.45929], [4.79354, -5.77060, 1.87980], [5.81993, -7.22206, -0.40464], [4.06450, -5.68384, -0.33431], [-1.97300, 6.62074, -10.23202], [-2.32898, 8.34460, -10.12307], [-3.17836, 5.67789, -9.36788], [-1.87328, 6.11544, -11.92216], [-1.01573, 6.44773, -9.76772], [-1.22902, 6.50074, 3.21560], [-2.20867, 5.78117, 1.95296], [-1.64282, 8.20589, 3.44808], [-1.33318, 5.63305, 4.74599], [-0.20399, 6.44441, 2.89197], [2.92274, 6.23522, -11.99328], [4.22701, 7.25964, -11.40480], [3.19447, 4.55342, -11.54227], [1.35819, 6.80723, -11.41383], [2.91264, 6.28863, -13.06796], [9.04797, -8.62530, 1.40833], [7.52033, -9.22449, 2.05367], [9.03605, -8.61327, -0.35771], [9.39852, -7.01867, 2.03914], [9.82535, -9.29281, 1.72922], [-10.33872, 4.56233, -7.31301], [-11.81155, 3.92899, -8.04840], [-10.19835, 6.29402, -7.60034], [-10.30812, 4.20585, -5.58804], [-9.49634, 4.07274, -7.77625], [13.25575, -9.18969, 0.42606], [12.45170, -8.90909, -1.11692], [13.33411, -7.71186, 1.37795], [12.45882, -10.48265, 1.32613], [14.26071, -9.50613, 0.22170], [16.88180, -11.42681, 0.69919], [15.45915, -11.90081, -0.22739], [17.03915, -9.67002, 0.74434], [16.81227, -12.08910, 2.32796], [17.75112, -11.82884, 0.20870], [-5.83452, 7.17552, 11.86225], [-4.54945, 8.34577, 12.13874], [-6.79543, 7.63463, 10.45532], [-5.20059, 5.54467, 11.68260], [-6.48204, 7.18840, 12.72152], [10.99019, -14.40954, 2.20022], [10.80108, -16.10414, 1.75737], [12.68641, -14.02217, 2.48967], [10.31536, -13.35607, 0.96204], [10.44834, -14.24054, 3.11460]],
  "lumo_energy_ev": 1.011,
  "mol_weight_da": 3049.0,
  "total_charge": -1,
  "max_force_ha_per_bohr": 0.11072,
  "homo_energy_ev": -4.0,
  "homo_lumo_gap_ev": 5.0
}



[4]
{
  "formula": "C6H10O",
  "method": "wB97M-V/def2-TZVPD",
  "symbols": ["C", "C", "O", "C", "C", "C", "C", "H", "H", "H", "H", "H", "H", "H", "H", "H", "H"],
  "coordinates": [[-2.05123, -0.11366, 0.32859], [-0.62978, -0.18090, 0.83272], [-0.14141, -1.53132, 1.04727], [0.98979, -1.25931, 0.26697], [0.67929, -0.92636, -1.12278], [0.53167, 0.16443, -0.09533], [1.15171, 1.53389, -0.21878], [-2.35951, 0.93208, 0.22129], [-2.15054, -0.60541, -0.64308], [-2.73670, -0.59623, 1.03168], [-0.54012, 0.36543, 1.78177], [1.99295, -1.27008, 0.70449], [1.52277, -0.79668, -1.79589], [-0.18848, -1.40436, -1.56399], [0.51401, 2.19337, -0.82554], [1.28623, 2.00699, 0.76105], [2.12934, 1.48814, -0.71042]],
  "relative_energy_kcal_mol": 42.1,
  "lumo_energy_ev": 1.045,
  "mol_weight_da": 98.1,
  "total_charge": 0,
  "max_force_ha_per_bohr": 0.05700,
  "homo_energy_ev": -9.0,
  "homo_lumo_gap_ev": 10.0
}



[5]
{
  "formula": "C5H10O",
  "method": "wB97M-V/def2-TZVPD",
  "symbols": ["O", "C", "C", "C", "C", "C", "H", "H", "H", "H", "H", "H", "H", "H", "H", "H"],
  "coordinates": [[-2.40471, -0.45115, 0.09262], [-1.49279, 0.54703, -0.09726], [-0.18959, 0.06195, 0.60575], [0.91075, 0.95274, 0.02591], [1.83355, -0.35623, -0.15380], [0.43531, -1.18704, 0.05427], [-3.18567, -0.51860, -0.64309], [-1.80092, 1.51824, 0.46512], [-1.35790, 0.70389, -1.20691], [-0.24780, 0.12819, 1.71341], [1.54570, 1.85740, 0.54746], [0.58508, 1.24868, -1.02936], [2.38955, -0.41603, -1.08800], [2.55009, -0.38137, 0.75057], [0.48931, -1.97769, 0.86160], [-0.05995, -1.73001, -0.89828]],
  "relative_energy_kcal_mol": 63.6,
  "lumo_energy_ev": 0.819,
  "mol_weight_da": 86.1,
  "total_charge": 0,
  "max_force_ha_per_bohr": 0.10752,
  "homo_energy_ev": -9.7,
  "homo_lumo_gap_ev": 10.5
}



[6]
{
  "formula": "C4H7N2P",
  "method": "wB97M-V/def2-TZVPD",
  "symbols": ["C", "P", "C", "N", "C", "C", "N", "H", "H", "H", "H", "H", "H", "H"],
  "coordinates": [[1.13893, 1.90936, -0.67898], [1.72830, 0.12123, -0.72616], [0.27071, -0.54651, 0.73444], [-0.73294, 0.16696, 1.03530], [-1.52518, -0.54456, 1.97706], [-0.92723, -1.72518, 2.15008], [0.12974, -1.73649, 1.26459], [0.09282, 1.97256, -1.14777], [2.06288, 2.60950, -1.03376], [0.83796, 2.18024, 0.29628], [2.56707, 0.22102, 0.30233], [-2.37110, -0.09378, 2.43299], [-1.18920, -2.69129, 2.59563], [0.67452, -2.51798, 1.25908]],
  "relative_energy_kcal_mol": 31.8,
  "lumo_energy_ev": 0.988,
  "mol_weight_da": 114.1,
  "total_charge": 0,
  "max_force_ha_per_bohr": 0.09015,
  "homo_energy_ev": -8.9,
  "homo_lumo_gap_ev": 9.9
}